Molecular formula: C6H21AgF6MnN7O14S2
Method: DFT, the ωB97M-V functional and the def2-TZVPD basis

ORCA input file:
```
! wB97M-V def2-TZVPD RIJCOSX def2/J DEFGRID3
* xyz 2 7
Mn 19.61 -8.54 22.19
Ag 16.26 -9.63 18.71
C 13.39 -9.08 21.99
F 14.05 -10.16 22.37
F 12.18 -8.95 22.46
F 14.11 -8.04 22.41
S 13.24 -8.96 20.10
O 11.85 -9.16 19.78
O 13.75 -7.69 19.69
N 14.34 -10.21 19.45
S 13.36 -11.47 19.43
O 12.54 -11.70 20.61
O 12.61 -11.63 18.19
C 14.53 -12.97 19.50
F 15.05 -13.05 20.70
F 13.80 -14.01 19.19
F 15.51 -12.82 18.62
O 19.27 -12.43 20.63
C 18.59 -11.26 20.48
O 17.79 -11.26 19.50
O 18.80 -10.35 21.32
H 18.74 -12.82 19.90
O 20.77 -8.38 20.45
H 20.59 -8.80 19.61
H 21.63 -7.94 20.34
O 18.05 -8.82 17.57
H 18.21 -8.02 17.05
H 18.92 -9.21 17.71
O 19.27 -13.57 17.83
H 18.58 -12.90 17.94
H 18.80 -14.41 17.71
O 21.79 -12.23 17.98
H 22.31 -12.96 17.64
H 20.90 -12.58 18.08
C 16.83 -16.18 20.29
O 16.87 -16.61 19.15
N 17.74 -15.27 20.77
N 15.81 -16.44 21.16
H 18.51 -15.03 20.17
H 17.74 -14.97 21.72
H 15.78 -15.97 22.04
H 15.12 -17.15 20.97
C 17.67 -9.75 24.40
O 18.66 -9.19 23.88
N 16.47 -9.12 24.57
N 17.73 -10.99 24.93
H 16.51 -8.14 24.37
H 15.74 -9.61 25.05
H 17.05 -11.27 25.61
H 18.60 -11.50 24.93
C 22.01 -10.69 22.97
O 21.36 -9.64 22.87
N 23.32 -10.67 23.48
N 21.59 -11.96 22.77
H 23.35 -11.06 24.42
H 23.67 -9.73 23.34
H 22.25 -12.64 23.11
H 20.86 -12.21 22.12
*
```

Summary:
E_HOMO (alpha / beta) in eV: -14.053 / -14.053
Strongest force on any atom in Eh/bohr: 0.07888
Frontier orbital gap (alpha / beta) in eV: 7.58 / 3.56
DFT total energy in hartree: -4370.92753
LUMO (alpha / beta) in eV: -6.5 / -10.5
ΔE to the lowest compared entry with this formula, charge and spin in kcal per mole: 0.0

=====

Molecular formula: C5H14
Method: DFT, the ωB97M-V functional and the def2-TZVPD basis

ORCA input file:
```
! wB97M-V def2-TZVPD RIJCOSX def2/J DEFGRID3
* xyz 0 1
C 3.03 -0.68 0.15
C 1.71 -1.09 -0.50
C 0.89 0.07 -1.04
H 3.84 -0.84 -0.64
H 3.41 -1.10 1.09
H 3.05 0.37 0.51
H 1.95 -1.92 -1.25
H 0.98 -1.65 0.11
H 1.50 0.96 -1.21
H 0.31 -0.15 -1.94
H 0.20 0.38 -0.23
C -2.59 0.68 1.38
C -2.66 0.72 -0.17
H -3.52 0.34 1.88
H -1.84 -0.04 1.72
H -2.25 1.66 1.68
H -2.22 -0.16 -0.64
H -2.07 1.60 -0.45
H -3.73 0.86 -0.45
*
```

Summary:
E_HOMO in eV: -10.892
Strongest force on any atom in Eh/bohr: 0.04604
Frontier orbital gap in eV: 11.98
DFT total energy in hartree: -198.85859
SMILES string: CCC.CC
LUMO in eV: 1.1
ΔE to the lowest compared entry with this formula, charge and spin in kcal per mole: 19.2

=====

Molecular formula: C13H29N6O2Zr
Method: DFT, the ωB97M-V functional and the def2-TZVPD basis

ORCA input file:
```
! wB97M-V def2-TZVPD RIJCOSX def2/J DEFGRID3
* xyz 3 1
Zr 0.39 -0.23 -0.09
N 0.30 -1.38 2.00
C -0.80 -0.79 2.83
C -1.83 -0.08 1.96
N -1.18 0.84 0.97
C -0.62 2.12 1.52
C 0.76 1.96 2.16
N 1.67 1.11 1.32
H 1.12 -1.46 2.59
H 0.05 -2.34 1.79
H -1.31 -1.56 3.42
H -0.37 -0.10 3.55
H -2.40 -0.81 1.38
H -2.52 0.46 2.60
H -1.91 1.11 0.31
H -0.54 2.81 0.68
H -1.30 2.57 2.24
H 1.17 2.96 2.31
H 0.68 1.52 3.15
H 2.14 1.74 0.67
H 2.41 0.76 1.92
N 2.28 -0.95 -1.41
C 1.92 -0.91 -2.88
C 1.31 0.45 -3.32
C 0.41 0.78 -2.18
O 0.89 1.43 -1.18
O -0.62 0.10 -1.91
H 3.08 -0.32 -1.29
H 2.66 -1.88 -1.25
H 1.19 -1.70 -3.06
H 2.80 -1.11 -3.49
H 0.78 0.33 -4.26
H 2.07 1.22 -3.43
N -0.49 -2.17 -0.53
C -1.12 -3.08 -0.95
N -1.80 -4.04 -1.41
C -2.21 -5.19 -0.55
C -1.37 -6.44 -0.91
C -0.27 -6.10 -1.91
C -0.86 -5.48 -3.19
C -1.86 -4.35 -2.86
H -3.27 -5.35 -0.75
H -2.10 -4.89 0.50
H -2.02 -7.20 -1.33
H -0.93 -6.86 0.00
H 0.28 -7.00 -2.17
H 0.45 -5.41 -1.45
H -1.37 -6.26 -3.75
H -0.05 -5.11 -3.82
H -2.88 -4.65 -3.06
H -1.67 -3.44 -3.43
*
```

Summary:
E_HOMO in eV: -18.846
Strongest force on any atom in Eh/bohr: 0.05333
Frontier orbital gap in eV: 8.43
DFT total energy in hartree: -1038.01229
LUMO in eV: -10.4
ΔE to the lowest compared entry with this formula, charge and spin in kcal per mole: 2.6

=====

Molecular formula: C4H11N2
Method: DFT, the ωB97M-V functional and the def2-TZVPD basis

ORCA input file:
```
! wB97M-V def2-TZVPD RIJCOSX def2/J DEFGRID3
* xyz 1 1
N -1.71 1.13 0.01
C -1.76 0.03 -0.98
C -0.70 -1.00 -0.58
C 0.60 -0.31 -0.31
C 1.41 -0.62 0.69
N 2.43 0.34 1.14
H -2.53 0.94 0.59
H -2.02 1.97 -0.47
H -1.41 0.37 -1.99
H -2.75 -0.43 -1.12
H -1.04 -1.50 0.34
H -0.64 -1.74 -1.42
H 0.70 0.38 -1.14
H 1.21 -1.42 1.38
H 2.49 1.12 0.48
H 3.43 0.09 1.27
H 2.28 0.61 2.12
*
```

Summary:
E_HOMO in eV: -13.426
Strongest force on any atom in Eh/bohr: 0.03224
Frontier orbital gap in eV: 9.76
DFT total energy in hartree: -268.22107
SMILES string: NCC/C=C/[NH3+]
LUMO in eV: -3.7
ΔE to the lowest compared entry with this formula, charge and spin in kcal per mole: 52.6

=====

Molecular formula: C3H2NO3S
Method: DFT, the ωB97M-V functional and the def2-TZVPD basis

ORCA input file:
```
! wB97M-V def2-TZVPD RIJCOSX def2/J DEFGRID3
* xyz -1 1
C -0.20 -0.79 0.01
C -0.30 0.52 0.45
C -3.99 -0.16 -0.07
N -2.63 -0.31 0.53
O -4.78 -1.07 0.08
O -4.11 0.96 -0.62
O -1.16 -1.58 0.00
S -1.93 1.08 0.27
H 0.76 -1.10 -0.44
H 0.50 1.23 0.40
*
```

Summary:
E_HOMO (alpha / beta) in eV: -3.981 / -3.984
Strongest force on any atom in Eh/bohr: 0.04257
Frontier orbital gap (alpha / beta) in eV: 7.26 / 7.26
DFT total energy in hartree: -794.13706
LUMO (alpha / beta) in eV: 3.3 / 3.3
ΔE to the lowest compared entry with this formula, charge and spin in kcal per mole: 75.5

=====

Molecular formula: C40H53AsBrN5PbSi
Method: DFT, the ωB97M-V functional and the def2-TZVPD basis

ORCA input file:
```
! wB97M-V def2-TZVPD RIJCOSX def2/J DEFGRID3
* xyz -2 1
Pb 3.24 -0.09 1.91
C 6.13 2.25 -0.87
C 5.41 3.32 -1.42
C 4.17 3.63 -0.93
C 3.61 2.88 0.15
N 4.30 1.83 0.63
C 5.51 1.54 0.13
N 2.43 3.33 0.66
C 1.67 2.81 1.63
N 1.61 1.54 2.18
C 0.56 1.49 3.08
N 0.05 0.51 3.82
C 0.57 -0.70 4.14
C -0.21 -1.54 5.00
C 0.30 -2.71 5.50
C 1.60 -3.09 5.16
C 2.28 -2.28 4.29
N 1.80 -1.14 3.78
C -0.06 2.81 3.12
C -1.08 3.33 3.92
C -1.37 4.68 3.82
C -0.66 5.51 2.93
C 0.34 4.99 2.12
C 0.64 3.62 2.23
H 7.11 1.97 -1.24
H 5.82 3.89 -2.24
H 3.57 4.43 -1.33
H 6.00 0.67 0.56
H -1.21 -1.19 5.25
H -0.29 -3.32 6.16
H 2.06 -3.99 5.55
H 3.30 -2.53 3.98
H -1.62 2.68 4.60
H -2.14 5.11 4.44
H -0.89 6.56 2.88
H 0.90 5.61 1.43
C 0.10 -5.30 1.14
As 0.97 -3.49 0.74
C 1.07 -3.91 -1.17
C 2.73 -4.22 1.26
H 0.62 -6.15 0.67
H -0.94 -5.29 0.78
H 0.08 -5.45 2.23
H 1.58 -4.87 -1.32
H 1.60 -3.13 -1.71
H 0.05 -4.00 -1.58
H 3.00 -5.05 0.60
H 2.67 -4.60 2.29
H 3.49 -3.45 1.21
C 2.48 -1.12 0.08
C 3.15 -0.99 -1.16
C 2.89 0.11 -2.07
C 3.41 0.17 -3.35
C 4.26 -0.84 -3.85
C 4.59 -1.89 -2.98
C 4.07 -1.97 -1.70
H 2.26 0.92 -1.71
H 3.17 1.02 -3.98
H 4.66 -0.78 -4.86
H 5.28 -2.66 -3.32
H 4.36 -2.81 -1.06
C -2.81 1.76 -3.52
C -1.81 1.04 -2.60
C -1.00 0.02 -3.43
C -0.79 2.07 -2.07
Si -2.67 0.14 -1.15
Br -1.03 -0.48 0.21
C -3.50 -1.51 -1.68
C -4.41 -1.33 -2.92
C -4.36 -2.06 -0.53
C -2.46 -2.60 -1.99
C -3.86 1.26 -0.17
C -3.27 2.68 -0.03
C -5.23 1.39 -0.84
C -4.05 0.72 1.27
H -2.25 2.24 -4.34
H -3.36 2.54 -2.99
H -3.54 1.07 -3.97
H -0.40 0.57 -4.18
H -1.65 -0.68 -3.98
H -0.30 -0.55 -2.81
H -0.21 2.47 -2.92
H -0.08 1.63 -1.36
H -1.27 2.92 -1.57
H -5.18 -0.56 -2.76
H -4.91 -2.28 -3.14
H -3.83 -1.05 -3.81
H -5.21 -1.42 -0.29
H -3.76 -2.20 0.38
H -4.75 -3.05 -0.82
H -1.82 -2.35 -2.85
H -2.98 -3.54 -2.23
H -1.80 -2.78 -1.14
H -3.22 3.21 -0.98
H -2.27 2.67 0.42
H -3.91 3.27 0.65
H -5.15 1.75 -1.88
H -5.85 2.11 -0.28
H -5.78 0.44 -0.86
H -3.11 0.70 1.82
H -4.48 -0.28 1.29
H -4.73 1.40 1.81
*
```

Summary:
E_HOMO (alpha / beta) in eV: -0.057 / 0.270
Strongest force on any atom in Eh/bohr: 0.01874
Frontier orbital gap (alpha / beta) in eV: 4.08 / 3.75
DFT total energy in hartree: -7121.90680
LUMO (alpha / beta) in eV: 4.0 / 4.0
ΔE to the lowest compared entry with this formula, charge and spin in kcal per mole: 0.0